No. 1
Density functional theory data (ωB97M-V with the def2-TZVPD basis set) for a structure of composition C7H24N4O5Ru at a distorted geometry.

E_tot in a.u.: -970.66330
Molecular weight in g/mol: 345.36
Frontier orbital gap (alpha / beta) in eV: 6.76 / 5.73
Spin multiplicity: 6
Total charge: +1
LUMO (alpha / beta) in eV: -2.5 / -5.5
Relative energy (zero: lowest compared OMol25 entry of this formula, charge and spin) in kcal per mole: 43.49

```
41
C7H24N4O5Ru (ωB97M-V with the def2-TZVPD basis set)
O 2.845 0.818 -0.642
H 3.363 1.377 -1.231
Ru -0.018 0.441 -0.042
N -1.692 -0.212 -0.908
N 0.646 -0.728 -1.626
O -3.046 -0.109 -0.512
O 1.909 -0.948 -1.970
C -1.625 -1.032 -1.986
C -0.290 -1.342 -2.388
C -2.920 -1.508 -2.525
C 0.170 -2.175 -3.531
H -3.568 -0.680 -2.840
H -3.467 -2.131 -1.805
H -2.753 -2.145 -3.405
H 0.953 -2.893 -3.251
H 0.533 -1.532 -4.348
H -0.702 -2.733 -3.883
H -3.108 0.529 0.231
H 2.422 -0.081 -1.345
O 1.516 -3.139 0.962
H 1.713 -3.728 1.716
H 2.144 -3.463 0.286
C 0.922 1.945 -0.584
H 0.708 2.730 0.239
H 0.367 1.762 -1.601
H 1.570 2.592 -1.282
O -1.982 3.833 3.193
H -2.758 4.262 2.783
H -1.361 4.571 3.360
N -0.764 1.108 1.973
C 0.384 1.203 2.911
C 1.184 -0.076 2.827
N 1.522 -0.282 1.386
H -1.378 0.365 2.323
H -1.292 1.985 2.051
H 1.010 2.059 2.620
H 0.041 1.360 3.937
H 2.118 -0.016 3.411
H 0.620 -0.954 3.189
H 2.351 0.252 1.086
H 1.714 -1.285 1.220
```

=====

No. 2
Density functional theory data (ωB97M-V with the def2-TZVPD basis set) for a cluster of 6 separate species, C7H24O6 in total at a distorted geometry.

E_tot in a.u.: -732.54495
Molecular weight in g/mol: 204.26
SMILES string: C=CCCCCCO.O.O.O.O.O
Frontier orbital gap in eV: 10.13
LUMO in eV: 0.4
Relative energy (zero: lowest compared OMol25 entry of this formula, charge and spin) in kcal per mole: 2.58

```
37
C7H24O6 (ωB97M-V with the def2-TZVPD basis set)
C -1.781 2.703 -2.095
C -0.471 2.762 -2.274
C 0.302 1.688 -2.991
C 0.733 0.527 -2.072
C 1.695 0.948 -0.958
C 2.846 -0.039 -0.749
C 2.481 -1.405 -0.199
O 2.177 -1.401 1.232
H -2.359 3.490 -1.627
H -2.360 1.865 -2.464
H 0.117 3.593 -1.903
H 1.177 2.141 -3.470
H -0.316 1.254 -3.777
H -0.167 0.083 -1.639
H 1.200 -0.259 -2.683
H 1.162 1.112 -0.016
H 2.169 1.912 -1.189
H 3.311 -0.202 -1.729
H 3.601 0.405 -0.088
H 3.285 -2.127 -0.269
H 1.590 -1.859 -0.637
H 2.672 -0.722 1.684
O -2.240 -3.840 1.249
H -1.541 -3.215 1.542
H -1.817 -4.717 1.272
O -2.563 -0.825 0.489
H -3.174 -1.573 0.562
H -1.747 -1.233 0.884
O -0.453 -1.868 1.886
H 0.491 -1.714 1.647
H -0.560 -1.375 2.736
O -2.375 1.220 2.290
H -2.568 0.502 1.634
H -1.853 1.872 1.805
O -0.906 -0.283 4.013
H -1.517 0.310 3.507
H -0.240 0.275 4.396
```

=====

No. 3
Density functional theory data (ωB97M-V with the def2-TZVPD basis set) for a cluster of 8 separate species, C7H24O7 in total.

E_tot in a.u.: -807.77347
Molecular weight in g/mol: 220.26
SMILES string: C=C/C=C/C=C/C.O.O.O.O.O.O.O
Frontier orbital gap in eV: 9.44
LUMO in eV: 0.3
Relative energy (zero: lowest compared OMol25 entry of this formula, charge and spin) in kcal per mole: 0.00

```
38
C7H24O7 (ωB97M-V with the def2-TZVPD basis set)
C 2.120 1.263 -2.314
C 1.162 1.854 -1.606
C 0.549 1.249 -0.411
C -0.076 1.960 0.522
C -0.686 1.376 1.736
C -1.738 0.564 1.723
C -2.326 -0.044 2.962
H 2.502 0.276 -2.073
H 2.572 1.745 -3.173
H 0.813 2.854 -1.843
H 0.628 0.171 -0.351
H -0.166 3.041 0.429
H -0.231 1.730 2.659
H -2.222 0.309 0.786
H -1.821 0.309 3.858
H -3.391 0.193 3.028
H -2.227 -1.126 2.926
O 1.633 -0.857 2.951
H 0.950 -1.456 2.554
H 1.115 -0.129 3.333
O -2.171 1.177 -2.008
H -1.749 0.566 -1.384
H -3.112 1.000 -1.996
O -0.576 -0.092 -3.774
H -1.244 0.554 -3.478
H 0.249 0.401 -3.772
O -0.230 -2.278 1.571
H 0.432 -2.653 0.932
H -0.745 -1.710 0.985
O 1.465 -2.597 -0.508
H 0.783 -2.112 -1.017
H 2.080 -1.890 -0.208
O 2.957 -0.597 0.593
H 2.641 -0.662 1.525
H 2.950 0.339 0.397
O -0.875 -1.445 -1.479
H -0.653 -1.046 -2.364
H -1.361 -2.235 -1.713
```

=====

Which of these has the highest molecular weight?
C7H24N4O5Ru